# 1
50
Properties=species:S:1:pos:R:3 method="wB97M-V/def2-TZVPD" homo_ev=-3.50 multiplicity=1 charge=-1 e_tot_ev=-36754.436 lumo_ev=2.0350
Ba -7.335 21.845 14.331
F -7.959 23.644 12.407
C -6.216 17.773 16.627
C -6.317 19.055 16.074
C -5.386 20.190 16.669
O -5.263 21.267 16.012
C -4.668 19.896 17.827
C -4.667 18.618 18.424
C -5.475 17.497 17.790
O -5.546 16.366 18.307
O -4.031 18.424 19.472
O -7.082 19.391 15.133
H -6.801 16.982 16.175
H -4.075 20.678 18.282
C -9.486 20.499 16.885
O -8.665 21.664 16.734
H -9.248 19.770 16.117
H -9.416 20.024 17.864
H -10.510 20.846 16.698
H -9.022 22.318 17.338
C -10.176 24.724 15.333
O -9.619 23.636 14.644
H -9.537 25.615 15.375
H -11.109 25.083 14.885
H -10.355 24.428 16.367
H -9.452 23.936 13.727
C -6.616 25.269 16.624
O -6.779 23.891 16.340
H -5.559 25.570 16.679
H -7.031 25.838 15.794
H -7.037 25.557 17.591
H -6.557 23.431 17.161
C -3.921 22.604 13.012
O -5.018 23.413 13.376
H -3.319 22.281 13.868
H -4.296 21.722 12.513
H -3.218 23.118 12.344
H -4.710 24.255 13.715
C -6.875 19.234 11.683
O -6.330 20.477 12.138
H -6.102 18.467 11.754
H -7.681 18.974 12.363
H -7.287 19.277 10.673
H -5.753 20.798 11.440
C -10.474 20.665 12.457
O -9.555 20.246 13.460
H -11.510 20.654 12.809
H -10.235 21.684 12.162
H -10.409 19.993 11.596
H -9.810 19.372 13.769

# 2
132
Properties=species:S:1:pos:R:3 method="wB97M-V/def2-TZVPD" homo_ev=-9.38 multiplicity=1 e_tot_ev=-206098.004 lumo_ev=0.1745
C -1.333 -0.871 -0.545
O -1.621 -1.136 -1.731
N -0.611 0.198 -0.192
C -0.094 0.389 1.164
C -0.140 1.310 -1.097
H -1.671 -1.415 0.350
H 0.348 -0.551 1.496
H -0.851 0.704 1.882
H 0.750 1.049 1.363
H -0.969 2.000 -0.939
H 0.773 1.847 -0.837
H -0.263 0.984 -2.130
C 0.528 -4.840 0.958
O 1.310 -4.427 1.840
N 0.539 -4.532 -0.330
C -0.628 -4.774 -1.175
C 1.582 -3.628 -0.989
H -0.409 -5.399 1.111
H -0.409 -4.972 -2.224
H -1.317 -3.933 -1.250
H -1.229 -5.658 -0.960
H 0.973 -2.952 -1.589
H 2.180 -2.985 -0.343
H 2.175 -4.248 -1.662
C 2.067 4.475 -2.003
C 3.563 4.774 -1.819
O 4.401 3.693 -1.999
C 4.820 3.256 -3.254
O 4.278 3.585 -4.296
C 5.728 1.968 -3.143
F 6.565 1.957 -4.107
F 6.426 1.982 -2.006
F 4.918 0.946 -3.207
H 1.838 3.859 -1.134
H 1.922 3.865 -2.894
H 1.348 5.292 -2.064
H 3.917 5.198 -0.879
H 3.692 5.527 -2.597
C 0.148 0.552 7.424
C 0.355 0.902 5.924
O -0.881 0.747 5.136
C -2.010 1.641 5.221
O -1.991 2.650 5.915
C -3.262 1.092 4.481
F -3.065 0.358 3.367
F -3.902 0.360 5.314
F -4.068 2.095 4.143
H 1.079 0.552 7.991
H -0.228 -0.461 7.564
H -0.698 1.136 7.786
H 1.158 0.297 5.504
H 0.702 1.928 5.811
C 1.024 1.400 -5.214
C 2.525 1.028 -5.527
O 2.502 -0.342 -6.085
C 2.633 -1.366 -5.278
O 2.921 -1.283 -4.082
C 2.246 -2.724 -5.946
F 1.322 -3.321 -5.218
F 1.800 -2.669 -7.180
F 3.288 -3.482 -5.887
H 0.568 0.666 -4.549
H 0.371 1.589 -6.066
H 0.984 2.336 -4.658
H 3.127 1.125 -4.624
H 2.984 1.764 -6.186
C -1.698 -1.476 -5.483
C -3.055 -1.889 -5.986
O -3.625 -2.666 -4.969
C -4.576 -2.144 -4.057
O -5.131 -1.008 -4.091
C -4.882 -3.123 -2.933
F -3.948 -4.030 -2.823
F -4.973 -2.471 -1.774
F -6.008 -3.796 -3.197
H -1.127 -2.349 -5.167
H -1.732 -0.658 -4.763
H -1.170 -0.948 -6.277
H -3.011 -2.571 -6.835
H -3.659 -1.045 -6.318
C 3.294 0.036 1.514
C 4.178 0.523 0.369
O 5.536 0.805 0.655
C 5.948 2.136 0.922
O 5.291 3.120 0.496
C 7.253 2.341 1.701
F 7.126 3.122 2.806
F 7.712 1.216 2.105
F 8.202 2.835 0.894
H 2.930 0.760 2.243
H 4.038 -0.541 2.063
H 2.503 -0.618 1.146
H 3.724 1.333 -0.201
H 4.271 -0.371 -0.247
C 0.743 4.789 2.363
C -0.147 3.541 2.675
O -1.510 3.771 2.556
C -2.096 4.024 1.372
O -1.424 3.986 0.307
C -3.587 4.427 1.427
F -4.322 3.386 1.264
F -3.957 4.920 2.570
F -3.793 5.232 0.405
H 1.772 4.466 2.515
H 0.550 5.489 3.175
H 0.572 5.201 1.368
H 0.015 3.183 3.691
H 0.265 2.730 2.074
C -4.972 -3.728 5.956
C -3.819 -3.769 4.971
O -4.351 -4.064 3.675
C -3.633 -3.755 2.571
O -2.369 -3.515 2.536
C -4.490 -3.728 1.238
F -4.632 -2.460 0.785
F -3.801 -4.369 0.346
F -5.673 -4.346 1.441
H -5.667 -2.889 5.948
H -4.494 -3.462 6.899
H -5.526 -4.663 6.037
H -3.139 -4.554 5.303
H -3.290 -2.824 4.856
C 0.481 -3.021 4.820
Cl -0.783 -2.299 5.761
Cl 1.247 -4.261 5.886
Cl 1.569 -1.791 4.121
H 0.146 -3.567 3.938
C -3.150 1.977 -3.689
Cl -4.836 2.254 -3.009
Cl -2.164 3.399 -3.342
Cl -3.032 1.519 -5.407
H -2.844 1.148 -3.051

# 3
59
Properties=species:S:1:pos:R:3 method="wB97M-V/def2-TZVPD" homo_ev=-7.70 multiplicity=1 e_tot_ev=-40034.808 lumo_ev=0.3773
C -1.741 -5.463 5.601
O -2.437 -4.258 5.404
C -1.833 -3.273 4.673
C -0.576 -3.363 4.091
C -0.055 -2.301 3.371
C -0.780 -1.127 3.218
C -2.045 -1.040 3.802
C -2.564 -2.095 4.518
H -3.540 -2.031 4.972
H -2.625 -0.134 3.693
N -0.319 -0.016 2.507
C 0.881 0.142 1.855
O 1.734 -0.725 1.794
N 1.072 1.382 1.300
C 0.039 2.378 1.132
H -0.390 2.643 2.106
H 0.522 3.271 0.731
C -1.083 1.956 0.147
C -2.407 2.675 0.435
H -3.226 2.119 -0.021
C -2.200 4.007 -0.287
H -1.739 4.735 0.380
C -1.237 3.637 -1.427
H -1.730 3.630 -2.404
H -0.381 4.320 -1.467
O -0.780 2.311 -1.186
H -3.132 4.424 -0.663
H -2.611 2.795 1.497
H -1.182 0.865 0.155
C 2.311 1.600 0.567
C 2.099 1.468 -0.916
C 2.000 0.263 -1.518
C 1.738 0.143 -2.916
C 1.626 -1.097 -3.558
C 1.371 -1.160 -4.914
C 1.224 0.031 -5.644
C 1.331 1.253 -5.029
C 1.590 1.327 -3.658
N 1.710 2.529 -3.016
C 1.920 2.702 -1.671
O 1.958 3.829 -1.196
H 1.568 3.376 -3.555
H 1.215 2.162 -5.600
H 1.025 -0.045 -6.701
O 1.244 -2.306 -5.638
C 1.381 -3.537 -4.970
H 1.243 -4.303 -5.732
H 2.375 -3.644 -4.526
H 0.620 -3.658 -4.193
H 1.743 -1.987 -2.961
H 2.113 -0.636 -0.929
H 2.679 2.604 0.794
H 3.022 0.850 0.919
H -0.949 0.769 2.526
H 0.922 -2.380 2.926
H 0.020 -4.257 4.188
H -2.398 -6.088 6.205
H -0.801 -5.302 6.139
H -1.533 -5.969 4.652

# 4
86
Properties=species:S:1:pos:R:3 method="wB97M-V/def2-TZVPD" homo_ev=-7.98 multiplicity=1 e_tot_ev=-86180.077 lumo_ev=0.7556
C 2.118 -3.086 1.439
C 2.314 -2.197 0.212
C 2.110 -0.709 0.489
C 0.829 -0.316 1.274
C -0.057 0.720 0.537
P -1.092 1.791 1.627
C -2.410 0.807 2.505
C -3.078 -0.346 1.732
C -4.415 0.195 1.198
C -5.212 -0.680 0.196
C -5.215 -0.009 -1.176
C -5.918 -0.832 -2.274
C -5.344 -0.672 -3.675
C -3.825 -0.834 -3.741
C -3.358 -1.923 -4.713
C -2.849 -3.173 -4.020
C -3.763 -3.669 -2.896
O -3.101 -3.931 -1.680
C -2.820 -2.723 -1.039
C 0.002 2.337 3.023
C 0.644 3.695 2.789
C 1.957 3.724 2.038
F 2.352 5.017 2.004
F 1.739 3.323 0.764
C 3.090 2.891 2.654
F 2.986 3.068 3.993
F 2.910 1.578 2.459
C 4.569 3.265 2.324
F 4.829 4.419 2.957
F 5.348 2.343 2.910
C 5.009 3.464 0.856
F 6.187 4.116 0.885
F 4.178 4.281 0.208
C 5.206 2.182 -0.008
F 5.035 2.570 -1.280
F 4.266 1.255 0.211
C 6.641 1.549 0.028
F 7.371 2.277 -0.837
F 7.254 1.658 1.202
C 6.702 0.094 -0.528
F 7.961 -0.087 -0.953
F 5.912 -0.060 -1.593
C 6.406 -1.068 0.460
F 5.106 -1.264 0.621
F 6.907 -2.174 -0.093
F 6.981 -0.906 1.640
H 2.692 -3.993 1.329
H 2.504 -2.542 2.296
H 1.083 -3.317 1.641
H 3.356 -2.321 -0.073
H 1.760 -2.551 -0.637
H 2.157 -0.166 -0.449
H 2.953 -0.417 1.100
H 1.170 0.108 2.209
H 0.223 -1.181 1.511
H 0.527 1.356 -0.112
H -0.735 0.192 -0.127
H -3.201 1.475 2.818
H -1.955 0.425 3.416
H -2.463 -0.833 0.987
H -3.339 -1.112 2.455
H -4.289 1.188 0.777
H -5.073 0.308 2.053
H -6.231 -0.764 0.551
H -4.799 -1.684 0.156
H -5.807 0.891 -1.042
H -4.216 0.316 -1.444
H -6.941 -0.470 -2.315
H -6.000 -1.872 -1.983
H -5.797 -1.430 -4.304
H -5.619 0.274 -4.125
H -3.410 -0.994 -2.755
H -3.406 0.097 -4.100
H -2.534 -1.504 -5.281
H -4.101 -2.196 -5.448
H -1.828 -3.075 -3.678
H -2.818 -3.969 -4.756
H -4.573 -2.977 -2.670
H -4.218 -4.605 -3.185
H -3.699 -2.077 -1.000
H -2.046 -2.157 -1.550
H -2.530 -2.932 -0.026
H 0.684 1.550 3.325
H -0.689 2.451 3.850
H 0.774 4.276 3.691
H -0.028 4.271 2.164

# 5
40
Properties=species:S:1:pos:R:3 method="wB97M-V/def2-TZVPD" homo_ev=-8.47 multiplicity=1 e_tot_ev=-25003.102 lumo_ev=0.7225
C -5.175 -0.617 0.048
H -4.931 0.204 -0.633
O -4.018 -1.294 0.494
C -3.380 -2.079 -0.477
C -2.641 -1.251 -1.547
N -1.775 -0.283 -0.918
C -2.171 0.997 -0.743
O -3.108 1.491 -1.336
C -1.320 1.799 0.239
C -1.271 1.120 1.608
C 0.026 0.326 1.604
O 0.321 -0.537 2.398
N 0.782 0.758 0.551
C 2.071 0.311 0.215
C 2.529 -0.940 0.627
C 3.793 -1.367 0.276
C 4.637 -0.577 -0.497
C 4.172 0.663 -0.907
C 2.910 1.108 -0.560
H 2.592 2.084 -0.890
H 4.806 1.301 -1.506
C 6.004 -1.064 -0.870
H 6.552 -0.304 -1.420
H 5.931 -1.957 -1.491
H 6.570 -1.327 0.022
H 4.132 -2.337 0.608
H 1.900 -1.568 1.235
C 0.157 1.847 -0.178
H 0.603 2.807 0.108
H 0.285 1.706 -1.255
H -1.222 1.849 2.420
H -2.122 0.465 1.799
H -1.752 2.800 0.283
H -1.067 -0.661 -0.306
H -3.350 -0.692 -2.161
H -2.057 -1.919 -2.183
H -2.657 -2.683 0.080
H -4.097 -2.750 -0.974
H -5.648 -0.212 0.940
H -5.865 -1.309 -0.448

# 6
45
Properties=species:S:1:pos:R:3 method="wB97M-V/def2-TZVPD" homo_ev=-7.99 multiplicity=1 e_tot_ev=-34778.037 lumo_ev=-1.5554
C -2.271 -0.453 3.165
H -3.219 -0.539 3.353
O -1.976 -1.293 2.009
C -0.860 -1.492 1.424
C -0.771 -2.538 0.234
C 0.319 -2.501 -0.281
C 1.366 -1.711 0.134
C 1.363 -0.771 0.997
C 0.139 -0.699 1.744
H 0.217 -0.115 2.685
O 2.337 0.161 1.635
C 3.642 -0.313 1.297
H 4.244 -0.662 2.267
H 3.854 -1.280 0.924
H 4.243 0.351 0.694
C 2.398 -1.452 -0.984
O 3.134 -2.484 -1.550
C 2.483 -0.047 -1.589
C 1.388 0.882 -1.373
C 0.057 0.366 -1.736
C -1.211 0.762 -1.547
C -1.355 1.841 -0.281
C -0.056 2.378 0.105
C 1.135 1.856 -0.195
N 2.331 2.590 0.013
O 2.220 3.144 1.214
O 3.450 2.051 -0.227
H -0.061 3.199 0.767
O -2.438 2.224 0.238
C -3.578 1.588 0.039
H -3.981 1.839 -1.100
H -3.596 0.544 0.109
H -4.246 2.187 0.678
O -2.345 0.175 -2.011
C -2.310 -0.809 -2.929
H -1.719 -0.234 -3.810
H -3.290 -0.959 -3.338
H -1.800 -1.614 -2.251
H 0.135 -0.410 -2.586
H 3.307 0.626 -1.210
H 2.701 -0.159 -2.594
H 0.320 -2.998 -0.947
H -1.739 -3.022 0.162
H -1.751 -0.838 3.974
H -2.208 0.628 2.678